<1>
Computed, not measured: a cluster of 2 separate species, H4S2 in total, with the ωB97M-V functional and the def2-TZVPD basis.

Atoms and positions in Å:
S -0.63 -0.84 -1.40
H -0.19 0.37 -1.00
H -1.91 -0.46 -1.29
S 0.57 0.81 1.38
H 1.89 0.59 1.21
H 0.27 -0.47 1.10

Its HOMO energy is -9.5 eV. The frontier orbital gap comes out at 10.4 eV.



<2>
Computed, not measured: a cluster of 2 separate species, H4S2 in total, with the ωB97M-V functional and the def2-TZVPD basis.

Atoms and positions in Å:
S 5.44 -0.50 -0.20
H 4.36 -1.29 -0.38
H 4.68 0.59 -0.06
S -5.15 0.37 0.74
H -3.92 0.82 0.43
H -5.40 0.01 -0.53

Its HOMO energy is -9.8 eV. The frontier orbital gap comes out at 10.8 eV.



In terms of stability, <2> leads; the second structure lies 5.0 kJ/mol higher.